{"formula": "C5H6ClN", "method": "ωB97M-V/def2-TZVPD", "e_homo_ev": -9.1, "e_above_lowest_ev": 3.861, "lumo_ev": 0.6, "charge": 0, "gap_ev": 9.77, "multiplicity": 1, "smiles": "C#C[C@@H](N)/C=C\\Cl", "elements": ["C", "C", "C", "N", "C", "C", "Cl", "H", "H", "H", "H", "H", "H"], "positions_angstrom": [[-2.7916, -0.4074, -0.6692], [-1.6227, 0.1478, -0.8953], [-0.1606, 0.5995, -0.8744], [0.1275, 1.7804, -1.7147], [-0.0416, 0.8159, 0.5356], [0.5453, -0.0020, 1.4118], [1.5219, -1.4058, 1.0487], [-3.8661, -0.8260, -0.7397], [0.3240, -0.2957, -1.2095], [-0.0003, 1.5623, -2.7795], [1.0824, 2.0424, -1.4256], [-0.4410, 1.8001, 0.7696], [0.5636, 0.2305, 2.5091]], "forces_ev_per_a": [[5.17, 2.79, -1.96], [-7.07, -3.20, 0.84], [-2.53, -1.05, -2.50], [-0.22, -0.81, -0.91], [1.61, 0.48, 1.80], [0.22, 1.11, 1.34], [-0.59, 0.29, -0.16], [2.59, 0.99, 0.30], [0.83, -0.50, -0.10], [0.78, 0.51, 2.88], [-0.54, 0.02, -1.04], [-0.17, -0.34, 0.85], [-0.08, -0.28, -1.31]], "nbo_charge": [-0.2702, -0.0193, -0.1603, -0.8306, -0.2167, -0.1976, -0.0159, 0.2705, 0.2176, 0.3862, 0.3715, 0.2410, 0.2238]}